No. 1
An isolated molecule of C8H12N2. Source: OMol25; level of theory: ωB97M-V with the def2-TZVPD basis set.

```
! wB97M-V def2-TZVPD RIJCOSX def2/J DEFGRID3
* xyz 0 1
N 0.1932 -0.1370 -1.4892
N -0.3808 0.9124 -2.2155
C 0.3744 -1.1734 0.8653
C -0.3316 -0.4175 -0.2113
C 0.7547 0.2342 1.1326
C 1.3985 -0.5374 -2.0523
C 0.0830 0.8104 2.3024
C -1.7751 -0.1251 -0.0361
C 0.3928 1.0216 -3.2058
C 1.5083 0.1623 -3.2050
H -2.3181 -0.9921 0.4208
H -0.9348 0.6537 2.2400
H 1.2339 -1.8087 0.5923
H 2.2398 0.0894 -3.9624
H 1.5858 0.6480 0.6152
H 0.5763 0.1225 3.0921
H 0.2198 1.8527 2.4841
H -1.8926 0.7923 0.4905
H 2.1388 -1.1646 -1.6217
H -2.0878 0.0853 -1.0545
H -0.0846 -1.7240 1.6788
H 0.2648 1.7905 -3.9850
*
```

For the LUMO energy, the calculation gives 1.054 eV. The frontier orbital gap is 8.53 eV. Its energy above the lowest of the compared OMol25 structures with the same formula, charge and spin is 82.8 kcal/mol. As for the SMILES: C[C@H]1C[C@]1(C)n1cccn1.

No. 2
An isolated molecule of C3H4N2. Source: OMol25; level of theory: ωB97M-V with the def2-TZVPD basis set.

```
! wB97M-V def2-TZVPD RIJCOSX def2/J DEFGRID3
* xyz 0 1
N 0.8582 0.7707 -0.2976
N -0.1908 0.3130 -1.0348
C 0.8294 0.1462 0.8512
C -0.2895 -0.7856 0.8395
C -1.0183 -0.4573 -0.2858
H -0.4680 0.9265 -1.8599
H -2.0968 -0.7524 -0.5955
H -0.7985 -1.3847 1.6379
H 1.5625 0.2051 1.7153
*
```

For the LUMO energy, the calculation gives 1.053 eV. The frontier orbital gap is 10.39 eV. Its energy above the lowest of the compared OMol25 structures with the same formula, charge and spin is 27.0 kcal/mol. As for the SMILES: c1cn[nH]c1.

No. 3
A structure of composition C35H52Ge2IrO3Se2. Source: OMol25; level of theory: ωB97M-V with the def2-TZVPD basis set.

```
! wB97M-V def2-TZVPD RIJCOSX def2/J DEFGRID3
* xyz 0 2
Ir 0.8735 0.7680 0.4897
Se 1.8087 0.3377 2.6533
Se 1.9021 -2.5125 0.1926
Ge 1.9745 3.1472 -1.0360
Ge -1.8540 -1.4817 0.0189
O 2.9126 1.6544 -0.3998
O 1.1835 3.1358 0.6636
O 0.5204 1.7911 -1.3620
C 0.6603 -0.0938 -2.8764
C -2.3028 -3.0123 1.1781
C 0.5327 0.9477 3.9911
C -2.5940 -1.8271 -2.8528
C -3.2600 -0.1526 0.3141
C -0.1725 -0.6475 0.6067
C -1.1412 -3.4859 -1.9196
C 0.1562 5.3092 0.2545
C 2.2655 -2.5080 2.1351
C -1.8856 -2.3163 -1.7579
C -4.0550 1.7317 1.6096
C -1.0892 -4.1344 -3.1454
C -3.5846 -3.5440 1.0221
C -5.4636 0.7685 -0.0778
C 0.6086 2.2462 -3.7352
C 0.4437 4.1983 1.2644
C 1.4565 -1.5545 2.9938
C -1.4588 -3.6113 2.1058
C -5.2541 1.7192 0.9102
C 3.3762 -3.7405 -0.1996
C 1.2782 4.7488 2.4157
C 4.7218 0.5700 0.7183
C -1.8796 -4.6960 2.8675
C -4.0146 -4.6236 1.7789
C -1.7936 -3.6300 -4.2302
C -4.4745 -0.1625 -0.3704
C -0.8818 3.6306 1.7566
C 4.4038 0.3552 -1.7414
C -2.5522 -2.4791 -4.0794
C 4.2824 1.2977 -0.5454
C 0.1049 1.3041 -2.6451
C -3.0684 0.8026 1.3118
C -1.4174 1.3239 -2.6365
C -3.1605 -5.2020 2.7097
C 5.1323 2.5470 -0.7554
H -6.0227 2.4481 1.1342
H 4.6418 1.2242 1.5876
H 2.0636 -3.5176 2.4971
H 6.1919 2.2858 -0.7809
H 0.3113 -0.4947 -3.8312
H 1.6477 -1.7494 4.0491
H -5.0145 -5.0158 1.6413
H -4.6690 -0.9090 -1.1313
H 0.3379 -0.7720 -2.0873
H -0.7128 2.7819 2.4193
H -0.5013 -5.0378 -3.2517
H 1.0764 5.7788 -0.0979
H -1.8254 0.8787 -3.5454
H -1.4702 3.2756 0.9092
H -3.4909 -6.0452 3.3027
H 3.7071 -0.4753 -1.6112
H 3.3355 -2.3163 2.2322
H 4.3225 -3.2090 -0.1059
H -3.1778 -0.9206 -2.7659
H -0.5951 -3.8978 -1.0784
H -0.4715 0.6681 3.6805
H -6.3998 0.7478 -0.6217
H 0.7885 0.4772 4.9387
H 3.3842 -4.6158 0.4484
H 4.9728 3.2553 0.0608
H -0.4622 6.0805 0.7169
H 0.7311 5.5111 2.9739
H -1.7950 0.7750 -1.7743
H -0.3847 4.9097 -0.6065
H -0.4468 -3.2516 2.2229
H -3.8845 2.4701 2.3837
H -1.4520 4.3919 2.2940
H 0.3926 -1.6324 2.7794
H 4.8811 3.0391 -1.6969
H -1.7581 -4.1365 -5.1864
H 0.2460 3.2627 -3.5702
H 0.2502 1.9061 -4.7084
H 1.7005 2.2677 -3.7688
H -1.7718 2.3535 -2.5545
H 1.7513 -0.0665 -2.8783
H 1.5543 3.9452 3.1013
H -4.2662 -3.1079 0.2983
H -2.1245 0.8348 1.8446
H -3.1086 -2.0806 -4.9190
H 5.4172 -0.0415 -1.8345
H 5.7555 0.2304 0.6267
H 2.1986 5.1916 2.0308
H 4.0804 -0.3010 0.8724
H 4.1533 0.8805 -2.6662
H 0.6193 2.0267 4.0804
H -1.2012 -5.1497 3.5799
H 3.2538 -4.0734 -1.2287
*
```

For the LUMO energy (alpha / beta), the calculation gives 0.329 / 0.318 eV. The frontier orbital gap (alpha / beta) is 6.46 / 7.52 eV. As for the expectation value of S²: 0.760. Its energy above the lowest of the compared OMol25 structures with the same formula, charge and spin is 0.0 kcal/mol.

No. 4
A cluster of 4 separate species, C41H55BrF24IN5O9PS in total. Source: OMol25; level of theory: ωB97M-V with the def2-TZVPD basis set.

```
! wB97M-V def2-TZVPD RIJCOSX def2/J DEFGRID3
* xyz 1 1
I 1.0113 4.0646 2.7676
Br 2.9313 1.9176 4.1059
S 2.3249 4.9663 -1.6348
P -0.2843 0.0690 -1.0372
F -0.5638 -4.1237 -1.0842
F 3.1868 -6.1743 -2.7974
F -3.5957 -5.4982 -0.2590
F -0.4882 3.3235 -5.0232
F -0.7461 -0.2358 -7.2535
F 0.6469 1.1519 -9.0417
F -1.8557 1.5459 -6.6383
F -0.1275 -4.1030 -3.2253
F -7.4054 -0.4276 0.1783
F -1.7504 5.0602 -4.5915
F 1.6057 -5.4017 -5.0556
F -6.3451 -1.8064 -1.1262
F -1.4815 -6.2470 -2.3836
F -2.1879 4.2388 -7.1154
F -7.4726 -3.9060 0.4625
F 0.9392 1.8127 -6.9690
F 3.6498 -6.0992 -5.4356
F -5.2403 -4.3055 -1.0780
F 0.5408 -6.8379 -2.9880
F 4.5559 -4.5855 -3.3750
F -2.8166 -3.4660 1.3052
F -1.0892 6.1142 -7.0209
F -4.8556 -4.1638 1.7009
F -8.8588 -2.5860 -0.6086
O -1.7044 5.7646 2.1869
O 1.3377 -0.2567 -1.1974
O 5.8230 3.0786 1.2324
O 2.5235 -4.0234 -2.7881
O -2.2666 -0.0652 3.9304
O 0.0198 4.3064 -7.5743
O -3.3170 4.4860 1.3082
O -5.8633 -1.6999 1.0709
O 3.2178 2.2897 1.1427
N 0.9598 2.1878 0.4760
N 0.4056 0.9249 3.0772
N 1.4391 2.4753 -0.8233
N 0.5630 -1.8662 1.0244
N -2.5408 0.6667 6.9920
C 1.6639 -4.3099 -1.7051
C -0.6908 4.6255 -5.3113
C 3.2618 -4.9849 -3.4160
C 0.8271 -0.2450 3.9797
C 1.5438 -2.5748 4.2560
C 2.0242 1.6425 1.3164
C 2.9098 -5.1037 -4.9058
C 2.3801 -3.6625 4.0189
C 1.5490 1.9093 2.7527
C 3.0591 -1.2196 2.9718
C -1.6904 0.9673 4.7293
C -0.5862 1.7039 3.9518
C -0.1708 -6.1627 -2.0667
C 0.3226 -2.8001 5.1098
C -0.3885 0.4522 1.7790
C 0.0713 1.8246 -8.0044
C -1.5518 2.1198 0.2731
C 6.4056 3.2966 2.5040
C -7.9666 -2.6558 0.3997
C -4.5219 -2.0080 0.7708
C 6.0785 4.7021 2.9543
C 1.8634 -1.3303 3.6901
C -4.0990 -3.4833 0.8188
C -0.9986 4.7837 -6.8068
C -0.6001 1.0642 -2.5306
C -1.3247 4.7354 0.0469
C -4.0215 -4.2416 -0.5098
C -1.5643 3.3711 -0.6131
C 4.1680 1.7026 0.2422
C -0.1433 3.2576 -8.5093
C -1.1635 0.9870 -7.6528
C -1.3621 0.5058 6.1483
C -6.8385 -1.6541 0.1133
C -0.2369 1.3169 0.4494
C -0.5071 -1.0599 1.5818
C 3.8799 -2.3150 2.7467
C 1.8637 3.5668 -1.1362
C 5.5264 1.7503 0.8976
C -2.0873 5.0489 1.2994
C 3.5306 -3.5509 3.2583
C 0.2185 -4.6818 -2.0552
H 2.1208 -4.6237 4.4466
H 1.0344 0.2058 4.9497
H -3.7980 4.8941 2.0453
H -0.0128 -6.6067 -1.0797
H 6.2647 1.3632 0.1857
H 6.0199 2.5656 3.2238
H 1.5935 -3.3633 -1.1686
H 0.1944 5.2050 -5.0440
H 4.1788 2.2692 -0.6891
H -0.5749 -2.9581 4.5044
H -0.5595 1.1291 6.5484
H 4.1518 -4.4222 3.0956
H -1.0069 -0.5295 6.1100
H -8.4535 -2.4052 1.3440
H 3.3921 -0.2829 2.5822
H -2.7442 -0.6724 4.5066
H -1.3879 -1.1668 0.9407
H 2.1338 0.5677 1.1359
H 0.6659 3.4138 -9.2202
H 5.0006 4.8344 3.0571
H 6.4484 5.4272 2.2300
H -1.9845 2.3714 1.2420
H 3.8913 0.6708 0.0074
H -0.1116 -0.7655 4.1111
H -2.2640 1.4030 -0.1584
H -1.0583 2.4154 3.2841
H -0.8744 3.2923 -1.4462
H 7.4918 3.1651 2.4481
H 5.5250 1.1169 1.7932
H -2.4505 1.7477 4.8650
H 2.1074 -5.0274 -1.0126
H 0.4693 -3.6692 5.7459
H -0.8537 -1.5009 2.5142
H 1.4282 -1.3841 0.8428
H -1.6704 5.4879 -0.6713
H 0.7751 -2.6510 1.6197
H 0.0825 1.8834 -2.7325
H -1.4090 0.6638 2.0816
H 0.1214 -1.9598 5.7752
H -0.2721 4.9550 0.2146
H 1.5680 -0.3078 -2.1328
H -2.5190 0.0595 7.7992
H 6.5591 4.9035 3.9114
H -1.0800 3.3440 -9.0604
H -1.8146 0.8762 -8.5232
H 0.0105 2.2443 4.6834
H -0.5798 0.3557 -3.3642
H -2.5526 3.4187 -1.0750
H 3.1337 -4.1645 -5.4154
H -1.6184 1.4484 -2.4828
H -3.4041 0.4895 6.4949
H -3.9608 -1.5448 1.5827
H 4.7933 -2.1968 2.1786
H -3.3171 -3.7589 -1.1936
H -4.1924 -1.5422 -0.1598
*
```

For the LUMO energy, the calculation gives -2.784 eV. The frontier orbital gap is 7.82 eV.

No. 5
A cluster of 4 separate species, C24H30BrF9NO9 in total. Source: OMol25; level of theory: ωB97M-V with the def2-TZVPD basis set.

```
! wB97M-V def2-TZVPD RIJCOSX def2/J DEFGRID3
* xyz 1 1
Br -7.4498 6.0253 -0.4960
F 4.8407 3.5033 -1.9220
F -8.3784 2.7408 2.2291
F 5.2419 -4.1869 -1.7195
F 3.2557 2.7960 -3.2427
F -7.3430 4.6570 2.3417
F -6.2354 2.7991 2.6175
F 5.3163 2.8523 -3.9480
F 6.8269 -3.4796 -0.3988
F 7.3025 -4.1306 -2.4248
O -3.0962 -2.2669 -1.2247
O -6.7550 4.2154 -2.6249
O 6.1028 0.8485 -2.2948
O 3.8816 0.3687 -1.9803
O -6.5530 3.8757 5.0886
O 5.8678 -6.6142 -0.4572
O -2.7661 -1.2376 -3.4822
O -8.7647 3.2810 4.9560
O 8.0891 -6.1344 -0.7716
N -3.9251 3.3341 -0.4742
C -5.0804 2.3635 -0.6914
C -6.6191 2.8788 -0.3737
C 8.4347 -7.4296 -0.2558
C -0.0511 0.9584 1.0198
C -7.4134 3.4196 2.9121
C 6.4485 -0.4467 -1.7789
C -0.4368 1.1719 -1.7126
C 8.3130 -8.4840 -1.3402
C -3.2458 0.4319 -1.5754
C -6.6863 4.0275 6.5107
C 6.5299 -4.4220 -1.3396
C -1.9993 1.5140 -1.3527
C 6.3267 -1.5011 -2.8634
C 0.4354 0.5249 -0.4845
C 4.7637 1.1410 -2.3434
C -6.5630 2.6829 7.2031
C 4.5437 2.5609 -2.8628
C 0.5724 -1.1145 -0.5607
C -7.6843 3.4935 4.4139
C -4.8369 0.8186 -1.2406
C 6.7499 -5.8419 -0.8202
C -6.8827 4.2480 -1.2954
C -2.4596 3.0095 -0.7664
C -3.0026 -1.1091 -2.1718
H -6.5836 2.8035 8.2899
H -5.8729 4.6834 6.8381
H -7.3791 2.0135 6.9131
H 5.8394 -0.6958 -0.9025
H -0.3770 0.4325 -2.6379
H 8.6517 -9.4573 -0.9740
H 1.7039 -1.4690 -0.4313
H -5.6290 2.1873 6.9186
H 7.8257 -7.6788 0.6207
H 0.9414 1.0395 1.6779
H -5.7296 0.0651 -1.3982
H -7.6268 4.5291 6.7659
H -1.6561 3.8683 -0.5692
H -6.7519 3.2151 0.7404
H -0.5859 1.9968 1.0923
H -7.4509 2.1181 -0.6900
H 8.9095 -8.2069 -2.2156
H -0.0296 -1.6406 0.2949
H -0.6638 0.0665 1.4931
H 6.9233 -1.2240 -3.7388
H 6.6655 -2.4743 -2.4972
H 5.2909 -1.5999 -3.2031
H 7.2771 -8.5828 -1.6799
H 0.1465 2.1556 -2.0546
H -4.1246 4.3027 -0.0976
H 1.5454 0.9467 -0.6083
H 0.2418 -1.4679 -1.6340
H 9.4747 -7.3703 0.0816
H -4.0799 -2.3118 -0.9538
H 7.4885 -0.3874 -1.4416
*
```

For the LUMO energy, the calculation gives -5.119 eV. The frontier orbital gap is 7.85 eV. Its energy above the lowest of the compared OMol25 structures with the same formula, charge and spin is 170.1 kcal/mol.

No. 6
A structure of composition C48H40N7OP2SSnTe. Source: OMol25; level of theory: ωB97M-V with the def2-TZVPD basis set.

```
! wB97M-V def2-TZVPD RIJCOSX def2/J DEFGRID3
* xyz 1 1
Te 12.2559 11.5097 13.4321
Sn 17.4934 12.3234 11.6897
S 18.7551 14.3683 12.3537
P 14.3205 9.8584 11.5498
P 14.5592 12.9855 11.6785
O 15.8511 9.9186 12.2042
N 18.3678 15.4164 14.7150
N 18.9776 12.4315 9.4377
N 20.0544 11.1289 11.9688
N 8.1234 11.5179 10.8082
N 17.4535 12.0837 13.9516
N 17.6694 13.2665 14.7010
N 21.1949 12.2035 10.1901
C 22.1427 11.8378 13.6687
C 8.2194 10.7894 11.9297
C 14.7490 9.3064 9.8945
C 13.7044 9.2405 8.9941
C 16.0750 8.9021 9.4921
C 21.0689 11.8464 11.5023
C 21.1892 10.8753 14.0505
C 13.4668 8.6661 13.9119
C 12.5174 16.1969 13.1674
C 17.4479 8.8963 15.3677
C 13.4081 8.6166 12.5079
C 14.0055 14.9661 7.5970
C 13.5806 13.1300 9.0881
C 16.2971 8.5732 8.1667
C 10.3742 12.2275 11.1281
C 12.9654 15.1936 12.2959
C 10.4670 11.4907 12.3248
C 12.8815 16.2195 14.5460
C 19.7677 12.1263 6.8024
C 12.7858 7.5268 11.8954
C 9.1853 12.2132 10.4220
C 18.1104 12.6031 8.4593
C 11.8758 6.8382 14.0426
C 16.4005 9.1010 13.2029
C 17.2034 6.9510 13.9694
C 13.8262 15.3165 14.9779
C 12.1113 6.6018 12.6956
C 13.9592 8.7629 7.6948
C 16.5524 7.7302 12.9937
C 18.4393 12.4711 7.1071
C 20.2661 12.1032 9.1612
C 13.4962 13.6893 7.8282
C 14.3142 13.7752 10.1259
C 14.8117 15.5847 8.5214
C 16.8697 9.7290 14.3629
C 15.0116 14.9524 9.7948
C 20.6878 11.9230 7.8365
C 16.8549 11.1100 14.6820
C 17.6570 7.5342 15.1755
C 12.4996 7.9487 14.6176
C 18.2265 14.2567 14.0259
C 9.3631 10.7099 12.6997
C 15.2335 8.5140 7.2127
C 20.2146 10.5139 13.1594
C 13.8720 14.2441 12.7815
C 22.1134 12.2849 12.3699
C 13.7277 11.4469 11.8926
C 14.2500 14.2661 14.1138
H 21.7343 11.7616 7.6880
H 18.3637 15.3584 15.7044
H 11.1805 12.8199 10.7314
H 17.2883 8.2620 7.8317
H 14.8706 13.5054 14.5645
H 16.1872 7.1793 12.0968
H 14.2811 15.3748 15.9517
H 12.7034 9.5826 9.2846
H 17.0950 12.8396 8.7095
H 22.8005 12.9874 11.9473
H 11.1925 6.2364 14.5920
H 16.8724 9.0797 10.2408
H 15.4078 8.2430 6.1912
H 15.2970 16.5211 8.2744
H 13.1136 8.6309 7.0210
H 13.0505 12.1969 9.2820
H 12.3425 8.2066 15.6535
H 16.4614 11.4865 15.6140
H 22.8780 12.2438 14.3591
H 11.8662 16.9493 12.7398
H 15.7185 15.3083 10.5001
H 17.7750 9.3464 16.3110
H 11.6389 5.7787 12.2018
H 13.0219 13.0859 7.0508
H 14.1950 9.2810 14.4923
H 19.4907 9.7569 13.4284
H 17.2639 5.8531 13.8569
H 12.4277 16.9738 15.1977
H 21.2566 10.3906 15.0157
H 12.6529 15.1789 11.2539
H 9.3220 10.0122 13.5476
H 22.1199 12.4659 9.8613
H 12.8002 7.3751 10.8205
H 7.3361 10.2461 12.1829
H 18.8396 16.1875 14.2809
H 9.1328 12.6817 9.4495
H 18.1408 6.9428 15.9389
H 13.8196 15.4288 6.6308
H 20.1794 12.0799 5.7981
H 17.6796 12.5820 6.3414
*
```

For the LUMO energy, the calculation gives -2.670 eV. The frontier orbital gap is 6.42 eV. Its energy above the lowest of the compared OMol25 structures with the same formula, charge and spin is 17.4 kcal/mol.

| no. | DFT total energy (a.u.) | maximum force (eV/Å) |
| --- | --- | --- |
| 1 | -421.4283 | 4.54 |
| 2 | -226.1822 | 2.72 |
| 3 | -10651.5475 | 0.87 |
| 4 | -8553.9323 | 0.90 |
| 5 | -5136.5861 | 9.39 |
| 6 | -3874.6186 | 5.41 |